<i>
C4H11INO | ωB97M-V/def2-TZVPD

Element x y z (Å)
C: 0.773 1.269 1.241
C: 0.839 1.149 -1.195
C: 0.572 -1.005 0.182
C: -1.809 -1.490 -0.337
N: -0.704 -1.579 0.508
O: 0.267 0.555 0.019
I: -2.713 0.479 -0.762
H: 1.795 0.980 1.417
H: 0.699 2.391 1.199
H: 0.152 1.067 2.135
H: 0.778 0.394 -1.953
H: 0.204 1.999 -1.505
H: 1.904 1.630 -0.889
H: 1.474 -1.337 0.736
H: 0.794 -1.360 -0.848
H: -2.648 -2.006 -0.020
H: -1.464 -1.901 -1.352
H: -0.913 -1.235 1.424

Calculated values
molar mass: 216.04 u
total charge: +1
gap between HOMO and LUMO: 0.3603 Ha

Results of the natural (NBO) charge analysis, in e, for atoms 1 through 8:
1 C -0.289
2 C -0.272
3 C 0.075
4 C -0.302
5 N -0.586
6 O -0.375
7 I 0.021
8 H 0.214



<ii>
C4H11INO | ωB97M-V/def2-TZVPD

Element x y z (Å)
C: 0.915 1.438 1.005
C: 0.158 -0.688 1.747
C: -1.090 0.445 -0.315
C: -0.321 -1.081 -1.987
N: -0.738 0.207 -1.565
O: 0.182 0.290 0.648
I: 1.913 -1.221 -1.774
H: 0.362 2.310 1.413
H: 1.593 1.087 1.701
H: 1.435 1.867 0.084
H: -0.415 -0.464 2.580
H: -0.242 -1.562 1.194
H: 1.295 -0.826 1.861
H: -1.513 1.358 -0.129
H: -1.896 -0.972 0.137
H: -0.538 -1.298 -3.020
H: -0.573 -1.864 -1.358
H: -0.527 0.974 -2.223

Calculated values
molar mass: 216.04 u
total charge: +1
gap between HOMO and LUMO: 0.3331 Ha

Results of the natural (NBO) charge analysis, in e, for atoms 1 through 8:
1 C -0.273
2 C -0.242
3 C 0.209
4 C -0.268
5 N -0.639
6 O -0.409
7 I 0.021
8 H 0.218



The most stable of them is <i>.



<i>
C3H7NS2 | ωB97M-V/def2-TZVPD

Element x y z (Å)
C: -1.106 0.104 2.244
N: -1.004 -0.126 0.727
C: 0.135 -0.123 0.101
S: 1.578 -0.404 0.785
S: -0.319 0.061 -1.674
C: 1.319 0.056 -2.437
H: -0.897 -0.810 2.907
H: -2.214 0.329 2.509
H: -0.531 0.926 2.691
H: -1.922 -0.195 0.194
H: 1.035 0.189 -3.465
H: 1.837 -0.862 -2.303
H: 2.090 0.857 -2.278

Calculated values
molar mass: 121.23 u
total charge: 0
gap between HOMO and LUMO: 0.3332 Ha
SMILES string: CNC(=S)SC

Results of the natural (NBO) charge analysis, in e, for atoms 1 through 8:
1 C -0.436
2 N -0.602
3 C -0.045
4 S -0.133
5 S 0.211
6 C -0.747
7 H 0.219
8 H 0.205



<ii>
C3H7NS2 | ωB97M-V/def2-TZVPD

Element x y z (Å)
C: -0.198 1.542 1.751
N: -0.468 0.859 0.504
C: -0.416 -0.489 0.319
S: -0.004 -1.660 1.429
S: -0.971 -0.851 -1.305
C: 0.589 -1.399 -2.033
H: -1.002 1.292 2.444
H: -0.214 2.581 1.559
H: 0.789 1.246 2.160
H: -0.859 1.414 -0.270
H: 0.424 -1.501 -3.103
H: 0.938 -2.331 -1.596
H: 1.391 -0.703 -1.860

Calculated values
molar mass: 121.23 u
total charge: 0
gap between HOMO and LUMO: 0.3216 Ha
SMILES string: CNC(=S)SC

Results of the natural (NBO) charge analysis, in e, for atoms 1 through 8:
1 C -0.419
2 N -0.578
3 C -0.085
4 S -0.138
5 S 0.221
6 C -0.732
7 H 0.209
8 H 0.206



<iii>
C3H7NS2 | ωB97M-V/def2-TZVPD

Element x y z (Å)
C: 2.959 0.166 -0.104
C: 0.145 0.016 0.160
C: -3.490 -0.164 -0.096
H: 3.937 -0.361 -0.142
H: 3.143 0.939 -0.999
H: 2.850 0.892 0.679
H: 0.336 0.890 -0.531
H: 0.045 0.282 1.243
H: -4.389 0.483 0.159
H: -3.710 -1.357 0.044
N: -2.250 0.236 -0.247
S: 1.676 -0.990 -0.089
S: -1.253 -1.030 -0.076

Calculated values
molar mass: 121.23 u
total charge: 0
gap between HOMO and LUMO: 0.3365 Ha

Results of the natural (NBO) charge analysis, in e, for atoms 1 through 8:
1 C -0.805
2 C -0.706
3 C -0.095
4 H 0.250
5 H 0.206
6 H 0.220
7 H 0.249
8 H 0.224



The most stable of them is <ii>.



<i>
C3H11N4 | ωB97M-V/def2-TZVPD

Element x y z (Å)
C: 0.241 -0.780 0.195
C: -0.536 0.590 -2.129
C: -0.275 1.991 0.019
N: 0.860 -1.775 -0.451
N: 0.087 -0.527 1.500
N: -0.732 0.782 -0.737
N: 0.241 -1.620 2.390
H: 0.450 0.297 -2.456
H: -1.227 -0.060 -2.732
H: -0.455 1.634 -2.602
H: -1.027 2.257 0.771
H: 0.657 1.814 0.532
H: -0.157 2.807 -0.667
H: 0.678 -1.932 -1.432
H: -0.416 0.301 1.896
H: 1.212 -2.587 -0.002
H: 0.996 -1.371 3.016
H: -0.597 -1.822 2.887

Calculated values
molar mass: 103.15 u
total charge: +1
gap between HOMO and LUMO (alpha / beta): 0.3409 / 0.3409 Ha

Results of the natural (NBO) charge analysis, in e, for atoms 1 through 8:
1 C 0.665
2 C -0.482
3 C -0.450
4 N -0.760
5 N -0.441
6 N -0.296
7 N -0.658
8 H 0.204



<ii>
C3H11N4 | ωB97M-V/def2-TZVPD

Element x y z (Å)
C: -0.208 0.343 0.938
C: 1.417 0.579 -2.077
C: -0.603 -0.767 -1.877
N: -0.756 1.463 1.323
N: 0.029 -0.645 1.737
N: 0.668 -0.362 -1.367
N: -0.293 -0.918 3.104
H: 2.008 0.077 -2.822
H: 0.685 1.418 -2.443
H: 2.140 0.904 -1.376
H: -0.631 -1.033 -3.035
H: -1.112 -1.541 -1.388
H: -1.245 0.198 -1.906
H: -1.259 1.996 0.617
H: 0.624 -1.261 1.209
H: -0.975 1.544 2.341
H: -0.690 -0.225 3.636
H: 0.202 -1.769 3.388

Calculated values
molar mass: 103.15 u
total charge: +1
gap between HOMO and LUMO (alpha / beta): 0.3233 / 0.2678 Ha

Results of the natural (NBO) charge analysis, in e, for atoms 1 through 8:
1 C 0.563
2 C -0.488
3 C -0.492
4 N -0.813
5 N -0.418
6 N -0.177
7 N -0.665
8 H 0.263



The most stable of them is <i>.



<i>
C12H14N2O | ωB97M-V/def2-TZVPD

Element x y z (Å)
C: 0.445 0.324 -3.532
C: 0.689 -0.888 -2.592
C: -0.485 -0.900 -1.608
C: -1.773 -1.413 -2.158
N: -0.440 0.026 -0.646
C: -0.243 -0.350 0.582
C: -0.057 -1.771 0.777
N: -0.222 -2.514 -0.238
O: -0.246 -3.701 -0.517
C: -0.041 0.620 1.636
C: 1.181 0.485 2.389
C: 1.484 1.336 3.479
C: 0.696 2.467 3.763
C: -0.391 2.641 2.928
C: -0.783 1.700 1.998
H: -0.599 0.325 -4.193
H: 1.266 0.357 -4.243
H: 0.525 1.226 -2.999
H: 1.777 -0.701 -2.113
H: 0.871 -1.746 -3.208
H: -2.530 -0.580 -2.380
H: -2.119 -2.107 -1.381
H: -1.611 -2.025 -2.999
H: 0.037 -2.321 1.756
H: 1.946 -0.273 2.220
H: 2.296 1.283 4.180
H: 0.984 3.074 4.674
H: -0.963 3.601 2.968
H: -1.692 1.825 1.458

Calculated values
molar mass: 202.26 u
total charge: 0
gap between HOMO and LUMO: 0.2950 Ha
SMILES string: CC/C(C)=N\C(=C/N=O)c1ccccc1

Results of the natural (NBO) charge analysis, in e, for atoms 1 through 8:
1 C -0.596
2 C -0.457
3 C 0.396
4 C -0.686
5 N -0.466
6 C 0.256
7 C -0.208
8 N 0.127



<ii>
C12H14N2O | ωB97M-V/def2-TZVPD

Element x y z (Å)
C: 1.334 1.949 1.588
C: 0.738 0.608 1.372
N: 0.894 -0.333 2.208
C: 0.306 -1.529 1.682
C: 1.329 -2.656 1.528
C: -0.892 -1.954 2.492
N: -0.195 -1.179 0.347
O: -0.851 -2.058 -0.321
C: -0.032 0.063 0.041
C: -0.226 0.715 -1.236
C: -0.628 2.004 -1.267
C: -1.072 2.611 -2.442
C: -1.145 1.820 -3.604
C: -0.665 0.582 -3.569
C: -0.161 -0.030 -2.393
H: 0.686 2.667 2.073
H: 1.610 2.305 0.586
H: 2.281 1.959 2.207
H: 1.682 -2.895 2.582
H: 2.130 -2.356 0.908
H: 0.954 -3.664 1.184
H: -1.502 -2.429 1.744
H: -1.441 -1.079 2.865
H: -0.644 -2.589 3.291
H: -0.652 2.760 -0.437
H: -1.604 3.529 -2.128
H: -1.532 2.106 -4.581
H: -0.721 0.094 -4.557
H: 0.019 -1.024 -2.162

Calculated values
molar mass: 202.26 u
total charge: 0
gap between HOMO and LUMO (alpha / beta): 0.3175 / 0.3175 Ha
SMILES string: CC1=NC(C)(C)[N+]([O-])=C1c1ccccc1

Results of the natural (NBO) charge analysis, in e, for atoms 1 through 8:
1 C -0.674
2 C 0.272
3 N -0.406
4 C 0.211
5 C -0.605
6 C -0.611
7 N 0.091
8 O -0.550



The most stable of them is <ii>.



<i>
C5H5NO2 | ωB97M-V/def2-TZVPD

Element x y z (Å)
C: -0.368 -1.934 0.926
C: 0.300 -0.551 1.297
O: 0.672 -0.322 2.364
C: 0.182 0.434 0.234
N: 0.462 1.724 0.295
C: 0.269 2.203 -0.952
C: -0.164 1.108 -1.759
O: -0.189 -0.017 -0.974
H: -1.383 -1.945 0.756
H: -0.224 -2.474 1.823
H: 0.297 -2.443 0.167
H: 0.327 3.351 -1.510
H: -0.181 0.866 -2.666

Calculated values
molar mass: 111.10 u
total charge: 0
gap between HOMO and LUMO: 0.3546 Ha
SMILES string: CC(=O)c1ncco1

Results of the natural (NBO) charge analysis, in e, for atoms 1 through 8:
1 C -0.717
2 C 0.542
3 O -0.468
4 C 0.338
5 N -0.408
6 C -0.083
7 C 0.067
8 O -0.374



<ii>
C5H5NO2 | ωB97M-V/def2-TZVPD

Element x y z (Å)
C: -1.658 0.909 -0.051
C: -0.122 0.430 -0.346
C: 2.012 0.297 -0.163
C: 1.767 -1.009 0.302
C: 0.297 -0.922 0.379
H: -1.679 -1.251 -1.415
H: -2.029 0.362 1.365
H: -1.974 2.372 0.112
H: 2.815 1.044 -0.279
H: 2.471 -1.590 1.026
N: 0.910 1.014 -0.598
O: -2.312 0.178 -1.218
O: -0.498 -1.836 0.886

Calculated values
molar mass: 111.10 u
total charge: 0
gap between HOMO and LUMO: 0.2902 Ha

Results of the natural (NBO) charge analysis, in e, for atoms 1 through 8:
1 C -0.111
2 C 0.242
3 C 0.082
4 C -0.393
5 C 0.442
6 H 0.456
7 H 0.198
8 H 0.255



<iii>
C5H5NO2 | ωB97M-V/def2-TZVPD

Element x y z (Å)
C: -0.514 -0.701 -0.262
C: 0.789 -0.990 -0.215
C: 1.735 0.161 0.056
C: 0.872 1.490 -0.185
C: -0.619 0.979 -0.232
H: -1.747 -2.292 0.984
H: -2.514 -0.939 0.506
H: 1.118 -1.945 0.266
H: 0.971 1.904 -1.109
H: 0.364 2.394 0.673
N: -1.635 -1.384 -0.371
O: 2.900 -0.187 -0.101
O: -1.719 1.511 -0.010

Calculated values
molar mass: 111.10 u
total charge: 0
gap between HOMO and LUMO: 0.3036 Ha

Results of the natural (NBO) charge analysis, in e, for atoms 1 through 8:
1 C 0.070
2 C -0.308
3 C 0.550
4 C -0.595
5 C 0.571
6 H 0.245
7 H 0.406
8 H 0.230



<iv>
C5H5NO2 | ωB97M-V/def2-TZVPD

Element x y z (Å)
C: -1.655 -0.207 -0.402
C: -0.094 0.054 -0.089
C: 0.368 1.219 0.519
C: 0.627 -1.086 0.513
C: 1.919 -0.918 -0.222
H: -2.181 0.734 -0.477
H: -2.495 -0.754 0.541
H: -1.650 -0.923 -1.331
H: 0.507 0.149 -0.988
H: 0.072 2.193 -0.290
N: 2.920 -0.113 -0.711
O: 1.129 1.461 1.442
O: 0.532 -1.811 1.495

Calculated values
molar mass: 111.10 u
total charge: 0
gap between HOMO and LUMO: 0.3350 Ha

Results of the natural (NBO) charge analysis, in e, for atoms 1 through 8:
1 C -0.597
2 C -0.470
3 C 0.470
4 C 0.498
5 C 0.135
6 H 0.232
7 H 0.244
8 H 0.240



The most stable of them is <i>.



<i>
C5H5NO2 | ωB97M-V/def2-TZVPD

Element x y z (Å)
H: -0.878 -1.823 1.204
N: -1.357 -1.423 0.405
C: -0.741 -0.569 -0.286
C: -1.199 0.096 -1.449
C: -0.433 1.111 -1.861
O: -0.089 1.971 -2.569
C: 0.654 0.128 0.099
C: 1.133 0.038 1.512
O: 1.352 0.545 -0.799
H: -2.176 -0.076 -1.867
H: 1.087 -0.997 1.853
H: 2.166 0.368 1.600
H: 0.483 0.630 2.158

Calculated values
molar mass: 111.10 u
total charge: 0
gap between HOMO and LUMO: 0.3354 Ha
SMILES string: [H]/N=C(/C=C=O)C(C)=O

Results of the natural (NBO) charge analysis, in e, for atoms 1 through 8:
1 H 0.345
2 N -0.645
3 C 0.201
4 C -0.589
5 C 0.774
6 O -0.437
7 C 0.562
8 C -0.724



<ii>
C5H5NO2 | ωB97M-V/def2-TZVPD

Element x y z (Å)
C: -2.681 -0.081 0.019
C: -1.248 0.069 0.065
C: -0.553 1.235 -0.044
C: 0.878 0.865 -0.062
O: 1.919 1.441 0.041
C: 0.883 -0.771 -0.018
O: 1.822 -1.547 0.034
N: -0.408 -1.001 -0.055
H: -3.020 0.668 -0.696
H: -3.076 -1.140 -0.267
H: -3.079 0.130 1.030
H: -0.891 2.269 0.010
H: -0.679 -1.971 -0.054

Calculated values
molar mass: 111.10 u
total charge: 0
gap between HOMO and LUMO: 0.3224 Ha
SMILES string: CC1=CC(=O)C(=O)N1

Results of the natural (NBO) charge analysis, in e, for atoms 1 through 8:
1 C -0.669
2 C 0.281
3 C -0.428
4 C 0.461
5 O -0.478
6 C 0.592
7 O -0.536
8 N -0.614



The most stable of them is <ii>.